Entry from OMol25: C37H29AlCl4N2O4 as an isolated structure (ωB97M-V/def2-TZVPD).

```
77
Properties=species:S:1:pos:R:3
Al 0.25 -0.36 -0.07
O -0.25 -1.66 0.93
C -1.13 -1.82 1.99
C -2.05 -0.57 2.07
C -1.31 0.73 2.23
C -1.52 1.55 3.33
C -0.82 2.74 3.43
C 0.07 3.08 2.44
C 0.24 2.23 1.35
C 1.21 2.54 0.26
C 2.37 1.51 0.27
O 1.85 0.27 -0.08
C 2.96 1.45 1.69
C 3.77 2.48 2.16
C 4.24 2.48 3.46
C 3.90 1.44 4.32
C 3.10 0.40 3.86
C 2.63 0.41 2.55
C 3.46 1.86 -0.74
C 4.55 1.00 -0.83
C 5.56 1.22 -1.75
C 5.50 2.31 -2.60
C 4.41 3.17 -2.53
C 3.40 2.94 -1.60
N -0.44 1.08 1.26
C -2.04 -3.03 1.74
C -2.14 -3.57 0.47
C -2.99 -4.64 0.22
C -3.76 -5.17 1.25
C -3.66 -4.63 2.53
C -2.81 -3.56 2.77
C -0.30 -2.06 3.25
C 0.84 -2.85 3.13
C 1.66 -3.11 4.22
C 1.34 -2.59 5.46
C 0.20 -1.81 5.61
C -0.61 -1.55 4.51
H -2.58 -0.56 1.11
H -2.80 -0.68 2.85
H -2.24 1.26 4.08
H -0.96 3.38 4.29
H 0.65 4.00 2.49
H 0.72 2.47 -0.71
H 1.59 3.56 0.40
H 4.05 3.29 1.49
H 4.87 3.28 3.81
H 4.27 1.43 5.34
H 2.82 -0.42 4.51
H 2.02 -0.40 2.19
H 4.60 0.15 -0.16
H 6.40 0.54 -1.80
H 6.28 2.49 -3.32
H 4.35 4.02 -3.19
H 2.56 3.63 -1.58
H -1.54 -3.16 -0.33
H -3.06 -5.05 -0.77
H -4.42 -6.00 1.06
H -4.26 -5.04 3.33
H -2.73 -3.16 3.77
H 1.09 -3.26 2.15
H 2.54 -3.73 4.10
H 1.97 -2.78 6.32
H -0.06 -1.40 6.57
H -1.50 -0.95 4.64
Cl -3.08 -0.99 -3.59
C -1.37 -0.48 -3.68
C -1.09 0.52 -2.57
O -1.23 1.71 -2.73
O -0.73 -0.04 -1.45
H -1.21 -0.01 -4.65
H -0.76 -1.37 -3.56
Cl 4.67 -3.55 -1.57
C 3.43 -3.54 -0.31
Cl 4.03 -2.77 1.15
Cl 2.89 -5.19 0.03
C 2.28 -2.77 -0.79
N 1.40 -2.13 -1.12
```

Summary:
HOMO-LUMO gap: 9.1 eV
Spin multiplicity: 1